{
  "formula": "C43H76F3N10O",
  "method": "wB97M-V/def2-TZVPD",
  "gap_ha": 0.3503,
  "energy_ev": -70916.5411,
  "max_force_ha_per_bohr": 0.0240,
  "multiplicity": 1,
  "charge": 1,
  "de_lowest_kj_mol": 0.0,
  "elements": ["F", "F", "F", "O", "N", "N", "N", "N", "N", "N", "N", "N", "N", "N", "C", "C", "C", "C", "C", "C", "C", "C", "C", "C", "C", "C", "C", "C", "C", "C", "C", "C", "C", "C", "C", "C", "C", "C", "C", "C", "C", "C", "C", "C", "C", "C", "C", "C", "C", "C", "C", "C", "C", "C", "C", "C", "C", "H", "H", "H", "H", "H", "H", "H", "H", "H", "H", "H", "H", "H", "H", "H", "H", "H", "H", "H", "H", "H", "H", "H", "H", "H", "H", "H", "H", "H", "H", "H", "H", "H", "H", "H", "H", "H", "H", "H", "H", "H", "H", "H", "H", "H", "H", "H", "H", "H", "H", "H", "H", "H", "H", "H", "H", "H", "H", "H", "H", "H", "H", "H", "H", "H", "H", "H", "H", "H", "H", "H", "H", "H", "H", "H", "H"],
  "positions_angstrom": [[4.223, 1.906, -6.086], [2.251, 2.596, -5.637], [3.900, 3.145, -4.382], [1.131, -0.328, -1.686], [-7.519, -0.975, -0.531], [-11.348, -0.325, 1.105], [3.163, 4.773, -1.193], [-6.497, 2.902, 1.096], [6.627, 2.529, 1.959], [-2.449, -2.473, 4.285], [2.386, -7.164, 3.806], [7.008, 6.390, -2.150], [4.880, -0.278, 1.024], [2.324, 0.561, 0.513], [-4.102, -2.888, -1.064], [-8.102, -1.658, 0.184], [1.016, -1.255, -0.628], [9.143, 7.403, -1.058], [4.506, -7.576, 2.354], [3.136, 0.911, -4.261], [6.254, 3.888, -0.228], [-4.291, -0.361, -1.393], [-8.841, -2.538, 1.078], [-0.810, 1.909, 1.397], [-1.470, 3.001, 0.538], [-4.159, -1.512, -0.393], [3.243, 0.431, -0.656], [3.319, -7.346, 3.165], [3.377, 2.144, -5.093], [4.001, 7.155, -1.828], [4.406, -0.520, -0.336], [-7.057, 4.808, -0.587], [5.611, -1.428, 1.584], [-9.864, 1.795, 0.857], [-1.983, -2.631, 5.321], [-1.377, -2.832, 6.630], [1.167, -2.257, 2.678], [-4.610, 0.995, -0.754], [-2.769, -3.119, -1.794], [2.106, -1.710, 1.634], [7.947, 6.837, -1.664], [-6.734, 3.748, 0.359], [-2.499, 2.410, -0.437], [2.391, 1.228, -2.957], [-1.409, -5.198, -1.152], [-2.479, -4.609, -2.087], [6.458, 3.143, 1.004], [1.510, 1.822, 0.394], [-3.509, 1.467, 0.207], [-10.708, 0.620, 0.997], [1.275, -3.484, 3.224], [0.003, -5.086, -1.740], [1.088, -5.157, -0.666], [3.515, 5.829, -1.478], [2.461, 0.067, -1.949], [0.691, 2.128, 1.651], [1.453, -0.653, 0.726], [-1.952, -2.705, -1.187], [5.039, -8.456, 2.709], [4.142, -1.571, -0.484], [-0.684, 3.467, -0.071], [-1.930, 3.772, 1.162], [-4.902, -2.950, -1.809], [2.528, 0.236, -4.866], [-2.795, -2.577, -2.743], [-5.544, 0.891, -0.199], [-5.113, -0.609, -2.075], [-10.465, 2.702, 0.797], [1.338, 1.408, -3.183], [0.854, 1.716, -0.472], [-2.986, 0.584, 0.581], [0.358, -1.604, 3.019], [-3.386, -0.321, -2.012], [4.111, 0.465, -4.051], [7.074, 4.568, -0.431], [-7.439, 4.381, -1.513], [-2.029, -3.437, 7.257], [-6.169, 5.394, -0.814], [0.865, 3.159, 1.963], [2.468, -2.554, 1.028], [4.915, -2.140, 2.034], [3.004, -0.765, -2.423], [-3.208, -1.403, 0.149], [4.227, -7.734, 1.314], [-9.788, -2.077, 1.355], [0.082, -4.129, -2.271], [-0.893, 0.977, 0.822], [2.795, 2.148, -2.532], [-0.044, -1.509, -0.569], [-9.189, 1.886, 1.706], [-8.260, -2.731, 1.978], [0.905, -4.397, 0.102], [-0.423, -3.346, 6.528], [1.059, -6.124, -0.153], [-9.047, -3.485, 0.582], [2.976, -1.302, 2.150], [6.160, -1.979, 0.809], [5.330, 4.459, -0.178], [9.905, 6.634, -0.941], [1.602, -2.151, -0.863], [1.512, -4.376, 2.651], [6.324, -1.082, 2.330], [2.092, -5.010, -1.072], [-3.414, -5.163, -1.961], [5.541, 0.489, 0.992], [-1.418, -4.622, -0.217], [-3.042, 3.235, -0.916], [3.683, 1.417, -0.824], [0.549, -0.340, 1.246], [0.981, 1.462, 2.473], [-1.348, 1.731, 2.330], [-9.257, 1.718, -0.044], [-7.813, 5.469, -0.168], [-1.953, 1.910, -1.251], [4.423, 7.645, -0.953], [4.775, 7.082, -2.586], [8.910, 7.818, -0.079], [-1.212, -1.875, 7.121], [3.189, 7.773, -2.208], [-4.230, -3.674, -0.313], [2.918, 0.651, 1.348], [-2.164, -4.712, -3.129], [0.163, -5.902, -2.450], [1.073, -3.606, 4.284], [9.542, 8.195, -1.689], [-4.740, 1.736, -1.550], [2.199, 2.640, 0.163], [-1.634, -6.240, -0.914], [5.174, -6.719, 2.412], [-4.940, -1.462, 0.371], [-3.934, 1.953, 1.094], [6.173, 3.196, -1.066], [5.179, -0.286, -1.080]],
  "atomic_forces_ev_per_a": [[0.5, -0.3, -0.6], [-0.7, 0.2, -0.2], [0.3, 0.5, 0.5], [-0.1, 0.2, 0.2], [0.0, 0.1, 0.0], [-0.1, 0.0, 0.0], [-0.1, 0.0, 0.0], [0.0, 0.1, 0.1], [-0.1, -0.1, 0.0], [0.0, 0.1, -0.1], [-0.1, 0.1, 0.0], [0.1, 0.0, 0.1], [0.4, -0.3, -0.1], [-0.6, 0.2, -0.2], [0.3, 0.3, 0.0], [0.0, 0.0, 0.0], [0.1, 0.2, -0.2], [0.1, 0.1, 0.1], [0.1, 0.0, -0.1], [-0.3, 0.1, 0.3], [-0.1, 0.0, -0.1], [-0.3, -0.2, -0.2], [-0.1, -0.1, 0.1], [0.1, -0.2, -0.3], [0.2, -0.4, -0.3], [0.5, 0.0, 0.1], [0.3, -0.2, -0.3], [0.0, 0.0, 0.0], [-0.1, -0.3, 0.2], [-0.2, 0.3, -0.1], [-0.1, 0.3, 0.0], [0.0, 0.1, -0.1], [-0.1, -0.1, -0.3], [0.2, 0.3, 0.0], [0.0, 0.0, 0.0], [0.0, 0.0, 0.1], [-0.1, -0.5, 0.2], [0.4, -0.4, 0.2], [-0.2, -0.2, -0.3], [-0.7, -0.6, -0.8], [0.0, 0.0, -0.1], [0.0, 0.0, 0.0], [-0.1, 0.3, -0.1], [0.0, 0.0, -0.2], [0.1, 0.2, -0.2], [-0.1, 0.2, 0.3], [0.1, 0.0, 0.0], [-0.1, 0.7, 0.0], [0.1, 0.0, 0.1], [0.0, 0.0, 0.0], [-0.3, 0.7, -0.3], [0.0, 0.0, 0.3], [-0.2, 0.0, 0.2], [0.0, 0.0, 0.0], [0.1, 0.1, -0.3], [-0.5, -0.3, 0.1], [-0.1, -0.8, 0.1], [0.0, 0.0, -0.1], [0.0, 0.0, 0.0], [-0.2, 0.1, 0.2], [-0.1, 0.2, 0.2], [0.1, 0.0, 0.0], [-0.1, -0.3, 0.2], [0.3, -0.1, 0.0], [0.1, 0.2, 0.1], [0.0, 0.1, -0.2], [0.1, 0.0, 0.0], [-0.1, -0.1, 0.0], [0.1, 0.0, 0.1], [0.1, -0.1, 0.1], [0.0, 0.1, 0.1], [0.8, 0.4, 0.8], [0.0, 0.1, 0.1], [0.0, 0.0, -0.1], [0.1, 0.0, 0.1], [0.0, 0.0, 0.0], [0.0, 0.0, 0.0], [0.0, 0.0, 0.0], [0.1, -0.1, 0.1], [0.2, 0.1, 0.1], [0.1, 0.1, 0.1], [-0.1, -0.1, 0.1], [-0.1, 0.0, 0.1], [0.0, 0.0, 0.0], [0.0, 0.0, 0.0], [0.0, -0.1, -0.1], [-0.1, 0.0, 0.2], [-0.1, 0.0, 0.1], [0.2, -0.2, 0.0], [0.0, -0.1, 0.0], [0.0, 0.0, 0.0], [0.1, 0.0, 0.0], [0.0, 0.0, 0.0], [0.1, 0.1, -0.1], [0.0, 0.0, 0.0], [-0.1, 0.1, 0.1], [0.1, 0.1, 0.1], [0.0, 0.0, 0.0], [0.0, 0.0, 0.0], [0.0, -0.1, 0.1], [1.2, 0.2, 0.2], [-0.1, 0.0, 0.0], [0.0, 0.0, 0.0], [0.1, 0.0, -0.2], [-0.1, 0.2, 0.2], [-0.2, -0.2, 0.1], [0.1, -0.1, 0.0], [-0.1, 0.0, 0.3], [0.3, 0.5, -0.1], [0.2, 0.2, 0.0], [0.0, 0.1, 0.0], [0.0, -0.1, 0.0], [0.0, 0.0, 0.0], [-0.1, -0.1, 0.1], [0.0, -0.1, 0.0], [0.0, -0.1, 0.0], [0.0, 0.0, 0.0], [0.0, 0.0, 0.0], [-0.1, -0.1, 0.0], [-0.1, 0.0, -0.1], [0.3, -0.2, -0.1], [0.0, -0.2, 0.1], [0.0, 0.2, -0.2], [-1.1, -0.4, -0.3], [0.0, 0.0, 0.0], [-0.2, 0.0, 0.1], [0.1, -0.2, 0.1], [0.1, 0.1, 0.1], [0.0, 0.0, 0.0], [-0.1, 0.0, -0.2], [-0.1, 0.0, -0.2], [0.0, 0.0, 0.0], [0.0, -0.2, 0.0]]
}